1.
Below is a structure of composition C42H57BClMoN6PS3Si at a distorted geometry, with properties calculated with ωB97M-V with the def2-TZVPD basis set.

Last column: Mulliken charge in e.
Positions of all 113 atoms, in Å:
Mo 2.655 1.780 -0.492  -1.03
C 1.150 -0.746 2.788  -1.41
C 0.906 -0.054 1.581  -0.94
N 2.086 0.302 1.028  1.47
N 3.066 -0.160 1.916  -0.22
C 2.531 -0.752 2.961  -0.22
B 4.545 0.167 1.592  -0.28
N 4.893 -0.298 0.158  -0.09
C 5.705 -1.252 -0.261  -0.23
C 5.638 -1.321 -1.625  -1.47
C 4.666 -0.384 -1.957  -0.45
N 4.195 0.252 -0.896  0.65
N 4.897 1.652 1.734  0.06
C 5.950 2.275 2.284  -0.30
C 5.942 3.538 1.899  -1.19
C 4.780 3.721 1.116  -0.47
N 4.161 2.532 1.027  0.94
H 0.413 -1.100 3.500  0.66
H 0.004 0.419 1.165  0.58
H 3.241 -1.047 3.705  0.55
H 5.207 -0.503 2.386  -0.10
H 6.341 -1.705 0.510  0.47
H 6.095 -1.879 -2.371  0.56
H 4.255 -0.165 -2.931  0.67
H 6.698 1.820 2.865  0.51
H 6.665 4.300 2.230  0.40
H 4.323 4.583 0.638  0.30
C -1.655 5.351 2.143  -0.27
C -1.377 6.439 1.116  -0.79
S -1.344 5.963 -0.595  -0.04
C 0.480 5.886 -0.980  -0.79
C 1.346 5.262 0.073  -0.82
S 1.050 3.469 0.378  0.75
C 1.622 3.341 2.117  -0.35
C 0.556 3.498 3.199  -0.71
S -0.270 5.040 3.380  -0.22
H -1.883 4.447 1.514  -0.01
H -2.566 5.587 2.695  0.48
H -0.495 7.111 1.368  0.45
H -2.281 7.146 1.051  0.42
H 0.695 6.955 -1.085  0.65
H 0.511 5.378 -1.951  0.15
H 1.169 5.759 1.012  0.57
H 2.410 5.339 -0.156  0.14
H 2.330 4.177 2.310  0.65
H 2.018 2.343 2.324  -0.17
H 0.937 3.355 4.197  0.46
H -0.237 2.728 3.003  0.16
Cl 3.541 3.230 -2.548  -0.09
C 2.656 2.570 -3.889  0.84
C 3.162 2.977 -5.116  -0.90
C 2.469 2.707 -6.286  -0.40
C 1.242 2.063 -6.242  -0.95
C 0.793 1.600 -5.016  -0.21
C 1.473 1.842 -3.812  -0.80
P 0.986 1.037 -2.250  3.07
C -0.738 1.532 -1.878  0.43
C -1.108 2.810 -2.295  -1.30
C -2.443 3.230 -1.967  -0.96
C -3.192 2.463 -1.080  -0.71
C -2.713 1.297 -0.562  -0.47
C -1.528 0.770 -1.015  -1.15
C 0.747 -0.733 -2.813  0.46
C 1.723 -1.671 -2.518  -0.51
C 1.626 -3.034 -2.782  -0.81
C 0.420 -3.482 -3.289  -0.88
C -0.550 -2.532 -3.698  -0.80
C -0.429 -1.190 -3.433  -0.20
H 3.984 3.636 -5.174  0.54
H 3.003 3.002 -7.239  0.34
H 0.792 1.819 -7.250  0.34
H -0.034 0.950 -4.974  0.50
H -0.575 3.330 -3.033  0.70
H -2.850 4.137 -2.317  0.74
H -4.146 2.829 -0.688  0.38
H -3.353 0.695 0.159  0.26
H -1.310 -0.225 -0.760  1.23
H 2.598 -1.269 -2.073  0.48
H 2.432 -3.639 -2.455  0.57
H 0.287 -4.497 -3.563  0.53
H -1.465 -2.942 -4.106  0.43
H -1.345 -0.533 -3.652  0.20
C -4.236 -5.381 4.076  -1.09
Si -3.988 -4.824 2.427  0.23
C -2.344 -4.026 1.969  2.07
C -1.567 -5.368 1.727  -2.00
C -1.638 -3.275 3.104  -1.69
C -2.357 -3.180 0.708  -1.87
C -5.347 -5.225 1.295  1.63
C -6.242 -4.054 1.556  -1.88
C -6.163 -6.455 1.567  -1.64
C -4.823 -5.164 -0.187  -1.71
H -3.865 -6.417 4.085  0.38
H -5.270 -5.525 4.189  0.45
H -3.933 -4.695 4.919  0.40
H -1.514 -6.009 2.648  0.48
H -0.520 -5.116 1.484  0.44
H -1.970 -5.895 0.880  0.51
H -1.876 -3.656 4.062  0.40
H -2.048 -2.257 3.048  0.51
H -0.524 -3.243 2.904  0.32
H -2.726 -3.658 -0.194  0.35
H -1.319 -2.869 0.551  0.45
H -2.951 -2.243 0.912  0.34
H -5.775 -3.044 1.535  0.47
H -6.835 -4.103 2.468  0.41
H -6.957 -4.052 0.706  0.43
H -6.546 -6.290 2.594  0.39
H -5.542 -7.334 1.560  0.40
H -6.965 -6.557 0.827  0.49
H -4.727 -4.115 -0.387  0.48
H -5.675 -5.572 -0.724  0.52
H -3.935 -5.722 -0.359  0.31

Gap between HOMO and LUMO (alpha / beta) ... 6.18 / 5.51 eV
Lowest unoccupied orbital energy (alpha / beta) ... -5.64 / -5.64 eV
Total charge ... +2
Max |F| ... 4.29 eV/Å
Spin multiplicity ... 3

---

2.
Below is a cluster of 7 separate species, C42H57N9O3S in total at a distorted geometry, with properties calculated with ωB97M-V with the def2-TZVPD basis set.

Last column: Mulliken charge in e.
Positions of all 112 atoms, in Å:
C 3.777 5.996 5.270  -1.25
C 3.563 6.046 3.759  -0.50
C 2.639 4.942 3.229  -1.34
C 3.137 3.519 3.496  1.36
C 4.608 3.384 3.016  -1.52
C 2.296 2.391 2.923  -0.97
C 2.716 1.079 3.207  0.58
O 3.770 0.920 4.079  -0.54
C 2.131 -0.074 2.683  0.29
C 2.716 -1.433 2.992  -0.33
N 4.156 -1.540 2.716  -0.29
C 4.941 -2.000 3.861  -1.01
C 1.013 0.045 1.859  -0.10
C 0.359 -1.136 1.207  -0.91
S 1.188 -1.594 -0.370  -0.29
C 2.652 -0.542 -0.501  0.26
C 3.362 -0.925 -1.800  -1.50
C 0.538 1.322 1.614  0.19
C 1.134 2.471 2.146  0.50
C 0.266 3.593 1.667  0.09
O -0.059 4.634 2.152  -0.58
N -0.361 3.100 0.442  0.34
N -1.508 3.790 0.007  -0.70
C -0.592 1.728 0.744  -0.18
O -1.570 1.111 0.419  -0.52
H 4.519 6.730 5.585  0.38
H 4.122 5.019 5.613  0.30
H 2.842 6.219 5.788  0.31
H 3.065 6.991 3.526  0.42
H 4.517 6.065 3.231  0.33
H 2.495 5.075 2.156  0.43
H 1.681 5.081 3.730  0.39
H 3.133 3.382 4.582  0.38
H 5.301 3.556 3.839  0.23
H 4.817 4.144 2.260  0.42
H 4.823 2.420 2.567  0.48
H 3.438 0.915 4.984  0.31
H 2.207 -2.188 2.397  -0.31
H 2.496 -1.672 4.040  0.42
H 4.242 -2.260 2.009  0.32
H 6.003 -1.920 3.630  0.34
H 4.747 -1.352 4.715  0.28
H 4.723 -3.039 4.137  0.30
H -0.664 -0.867 0.959  0.67
H 0.365 -2.010 1.852  0.55
H 3.327 -0.707 0.338  0.12
H 2.361 0.509 -0.534  0.07
H 2.696 -0.833 -2.658  0.41
H 3.736 -1.947 -1.736  0.33
H 4.215 -0.257 -1.928  0.44
H -2.170 3.873 0.773  0.23
H -1.211 4.716 -0.269  0.28
C -4.132 -1.676 -2.849  -0.34
C -3.523 -0.463 -3.279  -0.70
C -2.282 -0.404 -2.703  -0.33
N -2.120 -1.527 -1.946  0.22
C -3.231 -2.316 -2.037  -1.09
H -5.118 -2.031 -3.102  0.69
H -3.954 0.285 -3.924  0.52
H -1.511 0.346 -2.755  0.40
H -1.301 -1.725 -1.398  0.18
H -3.297 -3.251 -1.508  0.44
C -7.963 1.445 -3.050  -0.52
C -7.345 2.645 -3.494  -0.49
C -6.067 2.651 -2.999  -0.65
N -5.890 1.505 -2.278  0.47
C -7.037 0.762 -2.305  -0.72
H -8.969 1.120 -3.256  0.47
H -7.787 3.414 -4.105  0.42
H -5.273 3.371 -3.100  0.43
H -5.041 1.239 -1.809  0.06
H -7.095 -0.187 -1.798  0.55
C 6.778 -2.016 -5.623  -0.39
C 7.568 -0.871 -5.328  -0.40
C 6.720 0.104 -4.875  -0.47
N 5.451 -0.408 -4.886  0.01
C 5.477 -1.698 -5.340  -0.48
H 7.126 -2.963 -6.000  0.40
H 8.635 -0.776 -5.436  0.39
H 6.911 1.112 -4.548  0.36
H 4.626 0.089 -4.606  0.22
H 4.573 -2.277 -5.421  0.37
C -7.079 -4.005 -6.163  -0.63
C -6.566 -5.304 -6.432  -0.35
C -5.252 -5.310 -6.045  -0.57
N -4.951 -4.070 -5.555  0.03
C -6.058 -3.271 -5.621  -0.38
H -8.080 -3.653 -6.344  0.40
H -7.100 -6.136 -6.860  0.39
H -4.510 -6.089 -6.078  0.38
H -4.058 -3.783 -5.195  0.23
H -6.026 -2.250 -5.281  0.52
C 2.248 -5.062 1.791  0.21
C 3.216 -6.093 1.633  -0.91
C 3.463 -6.613 2.875  -0.45
N 2.684 -5.938 3.775  0.00
C 1.941 -4.992 3.124  -0.75
H 1.827 -4.448 1.011  0.53
H 3.675 -6.414 0.714  0.41
H 4.121 -7.403 3.193  0.41
H 2.661 -6.113 4.763  0.19
H 1.257 -4.357 3.662  0.44
C -6.315 2.120 3.398  -0.71
C -5.045 2.094 2.760  -0.39
C -5.262 1.851 1.429  -0.16
N -6.611 1.729 1.241  0.13
C -7.259 1.890 2.433  -0.58
H -6.511 2.288 4.444  0.38
H -4.083 2.237 3.224  0.48
H -4.570 1.755 0.609  0.31
H -7.057 1.543 0.358  0.16
H -8.332 1.829 2.494  0.37

SMILES string ... CCC[C@H](C)c1c(O)c(CNC)c(CSCC)c2c1C(=O)N(N)C2=O.c1cc[nH]c1.c1cc[nH]c1.c1cc[nH]c1.c1cc[nH]c1.c1cc[nH]c1.c1cc[nH]c1
Gap between HOMO and LUMO ... 7.78 eV
Lowest unoccupied orbital energy ... -0.24 eV
Max |F| ... 1.48 eV/Å

---

3.
Below is a cluster of 16 separate species, C42H61Cl30F5N2O4S in total at a distorted geometry, with properties calculated with ωB97M-V with the def2-TZVPD basis set.

Last column: Mulliken charge in e.
Positions of all 145 atoms, in Å:
C -2.784 -3.485 -1.678  -1.27
C -2.325 -3.815 -0.274  0.03
C -2.304 -5.122 0.223  -1.06
C -1.900 -5.315 1.553  -1.14
C -1.506 -4.268 2.393  0.17
C -1.155 -4.625 3.831  -0.11
C -1.986 -3.817 4.858  -1.24
C 0.342 -4.562 4.165  -0.70
C -1.470 -2.951 1.865  1.52
O -1.032 -1.953 2.685  0.22
C -1.235 -0.615 2.248  -1.90
C -0.175 0.005 1.331  1.93
C 1.207 -0.042 1.564  -0.75
C 1.901 -0.660 2.761  1.19
F 1.178 -0.633 3.903  -0.29
F 3.017 0.105 3.020  -0.48
C 2.445 -2.073 2.410  -0.09
F 1.604 -2.681 1.563  -0.01
F 3.608 -1.877 1.717  -0.30
C 2.099 0.526 0.615  -0.58
C 1.651 1.122 -0.542  0.28
C 2.710 1.652 -1.498  -1.35
C 3.655 0.501 -1.949  -0.44
C 3.421 0.038 -3.404  -0.66
C 2.536 -1.204 -3.505  0.06
S 3.392 -2.662 -2.983  1.16
O 3.346 -2.790 -1.552  -0.48
O 4.729 -2.666 -3.525  -0.70
O 2.601 -3.913 -3.562  -0.24
C 0.250 1.229 -0.797  0.14
N -0.163 1.861 -1.938  -0.27
C -1.470 1.942 -2.021  -1.37
C -2.395 1.435 -1.071  0.52
C -3.867 1.626 -1.318  -0.24
C -4.552 2.438 -0.199  0.46
F -5.638 1.727 0.317  -0.28
N -2.001 0.789 0.003  0.07
C -0.646 0.679 0.160  -0.32
C -1.891 -2.762 0.538  0.16
H -2.824 -4.368 -2.311  0.42
H -3.780 -3.043 -1.615  0.15
H -2.138 -2.712 -2.099  0.24
H -2.611 -5.953 -0.398  0.51
H -1.925 -6.329 1.939  0.37
H -1.459 -5.662 3.987  0.72
H -1.955 -4.374 5.796  0.47
H -1.592 -2.812 4.977  0.14
H -3.013 -3.804 4.499  0.20
H 0.931 -4.757 3.271  0.04
H 0.555 -3.593 4.616  -0.15
H 0.614 -5.333 4.888  0.48
H -1.211 -0.027 3.166  0.54
H -2.224 -0.463 1.823  0.58
H 2.706 -2.680 3.272  0.33
H 3.161 0.474 0.803  0.76
H 3.306 2.389 -0.960  0.41
H 2.266 2.112 -2.376  0.50
H 3.545 -0.377 -1.314  0.27
H 4.686 0.835 -1.826  0.43
H 2.996 0.831 -4.018  0.32
H 4.395 -0.259 -3.780  0.05
H 1.585 -1.139 -2.971  0.02
H 2.285 -1.350 -4.558  0.11
H 2.556 -3.882 -4.540  0.16
H -1.885 2.453 -2.888  0.46
H -4.374 0.648 -1.381  -0.56
H -4.037 2.207 -2.224  0.51
H -3.865 2.723 0.597  -0.37
H -4.949 3.366 -0.617  0.28
H -1.918 -1.767 0.100  -0.09
C 6.726 -0.413 -6.032  -0.38
Cl 5.636 -1.239 -7.150  -0.15
Cl 6.014 1.087 -5.420  -0.03
H 6.925 -1.069 -5.192  0.24
H 7.646 -0.174 -6.552  0.36
C 3.855 4.643 -5.303  -0.18
Cl 2.603 3.538 -5.882  -0.13
Cl 4.481 4.098 -3.743  -0.12
H 4.662 4.659 -6.022  0.03
H 3.437 5.636 -5.185  0.37
C 3.506 2.055 5.623  0.19
Cl 4.193 1.852 7.237  -0.17
Cl 4.075 3.534 4.835  -0.15
H 3.794 1.207 5.012  -0.04
H 2.426 2.103 5.713  0.20
C 1.999 4.881 2.099  -0.11
Cl 0.784 5.541 3.208  -0.18
Cl 1.247 3.916 0.826  0.01
H 2.540 5.703 1.652  0.31
H 2.675 4.247 2.661  0.00
C -1.858 1.186 -6.060  -0.63
Cl -0.420 2.177 -6.276  -0.08
Cl -1.640 -0.045 -4.802  -0.01
H -2.670 1.840 -5.762  0.35
H -2.103 0.687 -6.991  0.40
C 8.244 4.564 -4.790  -0.12
Cl 9.574 5.722 -4.887  -0.17
Cl 7.208 4.630 -6.223  -0.16
H 8.655 3.564 -4.711  0.27
H 7.641 4.794 -3.920  0.19
C -7.311 0.592 -2.321  -0.27
Cl -5.889 -0.458 -2.414  -0.06
Cl -8.732 -0.163 -3.047  -0.16
H -7.516 0.798 -1.278  0.19
H -7.097 1.512 -2.853  0.33
C -7.635 4.406 1.579  0.29
Cl -6.927 5.643 0.528  -0.18
Cl -9.388 4.592 1.721  -0.18
H -7.419 3.429 1.160  0.00
H -7.193 4.495 2.562  0.05
C 3.768 8.188 4.188  -0.19
Cl 4.550 8.150 5.769  -0.15
Cl 4.427 6.957 3.099  -0.13
H 2.708 8.000 4.316  0.18
H 3.927 9.162 3.742  0.31
C 1.896 -1.038 6.961  0.80
Cl 1.669 -2.627 7.699  -0.18
Cl 0.921 0.205 7.757  -0.18
H 2.941 -0.760 7.045  0.18
H 1.600 -1.093 5.921  -0.63
C 2.614 -6.508 -0.321  -0.36
Cl 1.355 -5.588 0.506  0.00
Cl 1.939 -7.573 -1.568  -0.19
H 3.303 -5.814 -0.787  0.17
H 3.131 -7.121 0.408  0.35
C -5.189 -0.280 3.939  0.10
Cl -4.538 -0.271 5.588  -0.18
Cl -4.562 -1.615 2.985  -0.02
H -6.269 -0.361 3.991  0.41
H -4.904 0.643 3.452  -0.36
C -3.594 3.908 3.491  -0.51
Cl -2.514 2.748 2.696  -0.01
Cl -5.244 3.311 3.688  -0.16
H -3.191 4.142 4.469  0.38
H -3.635 4.801 2.878  0.29
C -6.212 -4.682 0.824  -0.54
Cl -4.796 -3.630 0.784  0.15
Cl -7.108 -4.634 -0.704  -0.18
H -5.878 -5.699 1.000  0.29
H -6.873 -4.362 1.623  0.31
C 0.291 -2.559 -6.856  0.23
Cl -0.002 -2.211 -8.557  -0.16
Cl 1.964 -3.083 -6.575  -0.18
H 0.113 -1.661 -6.279  -0.22
H -0.376 -3.351 -6.537  0.33

Gap between HOMO and LUMO ... 7.19 eV
Lowest unoccupied orbital energy ... -0.74 eV
Max |F| ... 2.43 eV/Å

---

4.
Below is a structure of composition C42H61CoNO2P3SSi at a distorted geometry, with properties calculated with ωB97M-V with the def2-TZVPD basis set.

Last column: Mulliken charge in e.
Positions of all 112 atoms, in Å:
Co -0.526 0.892 0.592  0.81
C -5.648 0.056 0.334  -1.64
C -4.263 0.489 0.827  0.87
C -4.156 0.353 2.352  -1.09
P -2.692 -0.155 0.077  0.24
C -2.959 -0.224 -1.767  4.08
C -3.590 1.058 -2.323  -1.35
C -3.679 -1.455 -2.316  -1.69
C -2.546 -1.943 0.512  0.21
C -3.639 -2.756 0.831  -0.43
C -3.459 -4.062 1.261  -0.96
C -2.172 -4.575 1.377  -0.88
C -1.089 -3.786 1.029  0.52
C -1.241 -2.468 0.570  0.33
Si 0.205 -1.316 0.016  -0.35
C 0.654 -2.072 -1.737  0.44
C 0.509 -3.448 -2.009  -0.46
C 0.849 -4.014 -3.229  -1.02
C 1.342 -3.211 -4.250  -1.01
C 1.476 -1.850 -4.026  -0.86
C 1.141 -1.267 -2.796  0.18
P 1.302 0.549 -2.504  1.07
C 0.388 1.366 -3.937  1.20
C 1.233 2.148 -4.940  -1.79
C -0.626 0.483 -4.664  -1.68
C 3.144 0.835 -2.681  0.93
C 3.755 0.253 -1.395  -1.54
C 3.963 0.349 -3.880  -1.84
C 1.673 -1.864 1.144  0.84
C 2.595 -2.845 0.747  -0.02
C 3.692 -3.186 1.529  -0.79
C 3.898 -2.538 2.738  -1.03
C 3.001 -1.562 3.155  -0.08
C 1.883 -1.217 2.390  -0.62
P 0.658 0.132 2.800  0.81
C -0.335 -0.600 4.211  0.70
C -1.183 -1.786 3.760  -1.28
C 0.460 -0.993 5.459  -1.78
C 1.725 1.297 3.796  0.63
C 2.811 2.004 2.989  -1.64
C 0.890 2.338 4.545  -1.71
H -6.399 0.724 0.771  0.48
H -5.907 -0.952 0.655  0.30
H -5.759 0.104 -0.748  0.19
H -4.150 1.553 0.593  0.27
H -4.253 -0.696 2.652  0.26
H -4.963 0.915 2.834  0.53
H -3.194 0.738 2.709  -0.11
H -1.922 -0.268 -2.116  -3.16
H -4.658 1.102 -2.098  0.37
H -3.485 1.075 -3.413  0.34
H -3.127 1.965 -1.940  0.29
H -4.719 -1.503 -1.978  0.32
H -3.188 -2.384 -2.026  0.35
H -3.690 -1.409 -3.412  0.48
H -4.645 -2.371 0.753  0.09
H -4.318 -4.674 1.513  0.36
H -2.019 -5.586 1.740  0.37
H -0.085 -4.188 1.150  0.36
H 0.108 -4.103 -1.246  0.38
H 0.725 -5.080 -3.384  0.38
H 1.609 -3.638 -5.210  0.39
H 1.830 -1.221 -4.834  0.56
H -0.192 2.103 -3.374  -0.13
H 0.591 2.820 -5.521  0.44
H 1.729 1.482 -5.649  0.29
H 1.997 2.763 -4.456  0.31
H -0.144 -0.130 -5.432  0.35
H -1.373 1.112 -5.159  0.45
H -1.153 -0.197 -3.994  0.24
H 3.226 1.926 -2.622  0.33
H 3.719 -0.841 -1.421  0.41
H 3.213 0.575 -0.499  -0.02
H 4.804 0.549 -1.300  0.58
H 3.963 -0.740 -3.936  0.33
H 5.007 0.660 -3.752  0.51
H 3.617 0.748 -4.832  0.28
H 2.464 -3.343 -0.210  0.34
H 4.389 -3.944 1.189  0.41
H 4.757 -2.781 3.354  0.40
H 3.201 -1.059 4.094  0.38
H -1.014 0.220 4.456  0.43
H -0.553 -2.624 3.446  0.21
H -1.834 -1.528 2.926  0.03
H -1.812 -2.132 4.587  0.64
H 1.245 -1.715 5.221  0.26
H -0.214 -1.476 6.176  0.55
H 0.915 -0.140 5.966  0.29
H 2.226 0.662 4.528  0.48
H 2.356 2.720 2.308  0.13
H 3.408 1.308 2.395  0.23
H 3.479 2.548 3.668  0.57
H 0.486 3.076 3.848  0.20
H 1.524 2.857 5.274  0.48
H 0.043 1.907 5.079  0.35
O 1.406 1.779 0.349  0.42
N 1.615 2.891 -0.304  -0.09
C 2.889 3.346 -0.356  -0.20
C 3.222 4.492 -1.025  -1.08
C 2.207 5.202 -1.671  -0.48
C 0.922 4.724 -1.622  -0.85
C 0.583 3.536 -0.938  0.48
S -0.992 2.883 -0.881  -0.67
H 3.595 2.719 0.167  0.37
H 4.253 4.818 -1.036  0.45
H 2.430 6.115 -2.211  0.34
H 0.110 5.240 -2.116  0.48
C -1.918 3.089 2.348  -1.12
O -1.290 1.853 2.338  -0.34
H -2.768 3.155 1.641  0.10
H -1.247 3.921 2.065  0.14
H -2.322 3.338 3.346  0.22

Gap between HOMO and LUMO (alpha / beta) ... 5.49 / 6.69 eV
Lowest unoccupied orbital energy (alpha / beta) ... 2.62 / 2.61 eV
Total charge ... -1
Max |F| ... 1.24 eV/Å
Spin multiplicity ... 4